Density functional theory data (ωB97M-V/def2-TZVPD) for a 14-piece molecular cluster, C69H177N11O22 overall in a non-equilibrium geometry.

Structure (XYZ):
```
279
C69H177N11O22 (ωB97M-V/def2-TZVPD)
C 0.001 3.344 -10.227
C 1.061 4.004 -9.381
C 0.470 5.283 -8.693
O 1.275 3.086 -8.330
H -0.761 2.996 -9.531
H 0.397 2.439 -10.687
H -0.519 3.874 -11.025
H 1.924 4.344 -9.954
H 1.113 5.595 -7.869
H -0.512 4.971 -8.338
H 0.377 6.055 -9.457
H 1.805 2.390 -8.724
C -3.291 8.611 -1.176
C -2.557 7.634 -1.999
C -2.381 7.916 -3.523
O -1.270 7.645 -1.526
H -2.813 8.558 -0.198
H -4.353 8.370 -1.148
H -3.354 9.599 -1.634
H -2.989 6.660 -1.774
H -1.942 8.904 -3.661
H -3.172 7.884 -4.272
H -1.523 7.370 -3.915
H -1.367 7.272 -0.646
C -1.074 -4.145 2.590
C -2.084 -2.973 2.828
C -2.792 -2.611 1.479
O -3.234 -3.407 3.566
H -0.783 -4.471 3.589
H -0.327 -3.938 1.823
H -1.657 -4.998 2.242
H -1.636 -2.063 3.228
H -2.036 -2.613 0.694
H -3.317 -1.657 1.439
H -3.413 -3.400 1.055
H -3.864 -2.694 3.442
C 1.083 -2.513 -8.610
C 0.321 -3.751 -9.019
C 0.611 -4.034 -10.568
O -0.202 -5.058 -11.090
C 0.241 -5.521 -12.358
N 0.727 -4.888 -8.120
H 2.140 -2.674 -8.819
H 0.923 -2.325 -7.548
H 0.835 -1.627 -9.194
H -0.737 -3.660 -8.772
H 1.647 -4.366 -10.624
H 0.527 -3.120 -11.155
H 0.232 -4.804 -13.179
H -0.334 -6.386 -12.689
H 1.224 -5.874 -12.050
H 0.342 -5.585 -8.741
H 1.729 -5.013 -8.143
C 8.392 0.110 3.183
C 9.219 -1.101 3.799
C 10.576 -1.374 3.183
O 10.488 -1.881 1.804
C 11.722 -2.184 1.215
N 9.110 -0.845 5.218
H 8.871 1.089 3.172
H 7.503 0.286 3.788
H 8.165 -0.106 2.139
H 8.720 -2.050 3.604
H 11.111 -2.044 3.856
H 11.111 -0.430 3.082
H 11.543 -2.759 0.306
H 12.329 -2.883 1.789
H 12.379 -1.363 0.927
H 9.541 0.052 5.386
H 8.133 -0.736 5.450
C -7.580 -4.484 -1.372
C -8.700 -3.612 -1.017
C -8.422 -2.250 -1.723
O -7.454 -1.591 -0.945
C -6.714 -0.724 -1.831
N -9.900 -4.217 -1.448
H -7.553 -4.689 -2.443
H -7.763 -5.374 -0.770
H -6.649 -4.124 -0.934
H -8.808 -3.437 0.053
H -9.224 -1.536 -1.541
H -8.190 -2.228 -2.788
H -7.311 -0.216 -2.588
H -6.105 -1.445 -2.376
H -5.982 -0.074 -1.352
H -10.122 -4.060 -2.421
H -10.071 -5.140 -1.076
C 6.278 -3.954 -2.043
O 5.324 -4.802 -2.679
C 3.944 -4.391 -2.603
C 3.187 -4.919 -1.396
N 3.683 -6.252 -0.925
C 3.612 -6.469 0.503
C 4.939 -5.992 1.124
O 6.124 -6.631 0.702
C 7.367 -6.148 1.259
H 6.334 -3.968 -0.954
H 6.119 -2.970 -2.484
H 7.336 -4.098 -2.262
H 3.514 -4.978 -3.414
H 3.753 -3.322 -2.698
H 2.130 -5.074 -1.615
H 3.424 -4.198 -0.613
H 4.643 -6.413 -1.195
H 3.708 -7.549 0.619
H 2.662 -6.212 0.973
H 4.855 -6.184 2.194
H 4.998 -4.905 1.071
H 7.317 -5.088 1.010
H 8.098 -6.759 0.729
H 7.606 -6.076 2.320
C 2.795 -1.218 2.837
O 2.104 -0.787 1.617
C 2.860 0.232 0.977
C 1.986 1.165 0.070
N 1.333 0.356 -0.928
C 0.348 1.106 -1.669
C -0.483 0.193 -2.552
O -1.758 0.690 -2.940
C -1.815 1.932 -3.701
H 3.813 -1.606 2.783
H 2.424 -2.203 3.120
H 2.661 -0.447 3.596
H 3.731 -0.152 0.447
H 3.351 0.836 1.740
H 2.657 1.844 -0.457
H 1.433 1.767 0.791
H 0.868 -0.391 -0.433
H 0.851 1.731 -2.406
H -0.292 1.827 -1.160
H -0.673 -0.790 -2.122
H 0.062 0.022 -3.480
H -1.819 1.619 -4.745
H -0.967 2.591 -3.515
H -2.719 2.510 -3.512
C -11.071 10.841 0.829
O -9.995 10.023 1.128
C -10.255 8.650 0.936
C -8.946 7.892 0.871
N -9.326 6.534 0.600
C -8.252 5.701 0.132
C -7.908 5.793 -1.367
O -8.883 5.037 -2.027
C -8.780 5.251 -3.405
H -11.341 11.018 -0.212
H -10.771 11.810 1.227
H -11.895 10.471 1.439
H -10.867 8.545 0.040
H -10.889 8.343 1.767
H -8.488 7.843 1.859
H -8.256 8.479 0.265
H -10.139 6.497 0.002
H -8.475 4.692 0.479
H -7.341 6.059 0.611
H -6.930 5.443 -1.700
H -8.010 6.787 -1.800
H -8.901 4.268 -3.861
H -7.840 5.638 -3.800
H -9.533 5.976 -3.714
C -6.591 -0.387 5.282
O -5.451 0.175 4.783
C -5.382 1.541 5.155
C -4.195 2.315 4.563
N -4.415 2.545 3.047
C -3.131 2.827 2.438
C -2.311 4.142 2.810
O -3.106 5.289 2.725
C -2.765 6.336 3.640
H -6.374 -0.894 6.223
H -6.914 -1.126 4.548
H -7.445 0.283 5.382
H -5.284 1.517 6.240
H -6.299 2.118 5.033
H -3.407 1.562 4.559
H -4.066 3.214 5.166
H -5.072 3.293 2.878
H -3.395 2.914 1.384
H -2.605 1.875 2.512
H -1.428 4.091 2.173
H -1.972 3.989 3.834
H -2.532 5.996 4.650
H -3.667 6.943 3.569
H -1.912 6.898 3.260
C 4.840 6.985 -4.921
O 5.868 6.189 -4.437
C 5.352 4.892 -4.089
C 6.269 4.107 -3.121
N 7.291 3.513 -4.022
C 8.192 2.554 -3.491
C 8.898 1.834 -4.660
O 7.992 0.894 -5.386
C 8.615 -0.250 -5.945
H 4.975 8.003 -4.555
H 3.808 6.691 -4.734
H 4.858 7.174 -5.994
H 5.263 4.256 -4.970
H 4.448 5.022 -3.494
H 5.539 3.422 -2.689
H 6.604 4.755 -2.311
H 6.854 3.117 -4.842
H 7.630 1.762 -2.996
H 8.970 3.106 -2.965
H 9.822 1.371 -4.314
H 9.207 2.598 -5.373
H 8.916 -0.096 -6.982
H 7.798 -0.970 -5.895
H 9.411 -0.591 -5.283
C 3.618 3.836 5.498
O 5.023 3.779 5.506
C 5.549 4.079 6.773
C 6.777 5.029 6.779
N 7.936 4.207 6.284
C 9.319 4.771 6.439
C 10.423 3.737 6.346
O 10.330 2.690 7.342
C 10.679 3.107 8.651
H 3.203 2.949 5.977
H 3.261 3.708 4.476
H 3.160 4.710 5.960
H 5.894 3.215 7.340
H 4.759 4.526 7.376
H 6.768 5.507 7.759
H 6.629 5.835 6.060
H 7.744 3.952 5.326
H 9.390 5.382 7.339
H 9.472 5.646 5.806
H 11.458 4.078 6.377
H 10.420 3.257 5.367
H 10.693 2.262 9.339
H 9.971 3.856 9.008
H 11.683 3.526 8.593
C -3.143 -2.695 12.359
O -2.423 -3.604 11.625
C -2.690 -3.624 10.231
C -2.597 -2.246 9.554
N -1.550 -2.237 8.472
C -1.687 -0.859 7.998
C -1.201 0.329 8.841
O -1.594 1.563 8.134
C -1.468 2.829 8.744
H -2.779 -2.991 13.343
H -4.219 -2.859 12.310
H -2.877 -1.644 12.249
H -3.635 -4.137 10.051
H -1.973 -4.376 9.900
H -2.639 -1.447 10.294
H -3.545 -2.189 9.019
H -1.822 -2.825 7.697
H -2.674 -0.825 7.537
H -0.906 -0.819 7.238
H -0.130 0.449 9.006
H -1.635 0.380 9.840
H -1.708 3.504 7.922
H -0.395 2.867 8.934
H -2.010 2.983 9.677
C -3.014 -7.108 -3.202
O -4.369 -7.569 -3.189
C -4.637 -8.792 -2.545
C -3.746 -9.953 -3.039
N -3.905 -10.360 -4.451
C -5.202 -10.889 -4.760
C -5.597 -12.137 -3.975
O -6.750 -12.679 -4.530
C -6.667 -14.148 -4.401
H -2.351 -7.680 -3.851
H -2.603 -7.137 -2.193
H -2.922 -6.052 -3.459
H -5.718 -8.911 -2.607
H -4.408 -8.621 -1.493
H -3.905 -10.810 -2.384
H -2.690 -9.685 -2.994
H -3.889 -9.433 -4.852
H -5.345 -11.150 -5.808
H -5.895 -10.076 -4.545
H -5.794 -11.899 -2.930
H -4.742 -12.811 -3.925
H -6.054 -14.447 -5.251
H -7.716 -14.431 -4.494
H -6.334 -14.474 -3.416
```

Output
Orbital gap ... 8.23 eV
HOMO ... -8.1 eV
E_LUMO ... 0.0031 Eh
Spin multiplicity ... 1
Net charge ... 0

***

Density functional theory data (ωB97M-V/def2-TZVPD) for a 2-piece molecular cluster, C4H12NO2 overall in a non-equilibrium geometry.

Structure (XYZ):
```
19
C4H12NO2 (ωB97M-V/def2-TZVPD)
C -0.199 -1.082 -0.490
C 0.898 -0.084 -0.238
C 1.038 1.056 -1.213
C -0.013 2.176 -1.236
O -1.094 2.062 -0.564
N -1.569 -0.499 -0.163
H -0.076 -1.321 -1.540
H -0.083 -2.042 0.102
H 0.715 0.331 0.731
H 1.879 -0.536 -0.314
H 1.989 1.469 -0.860
H 1.205 0.734 -2.288
H 0.285 3.296 -1.379
H -1.583 0.596 -0.501
H -1.640 -0.434 0.883
H -2.317 -1.076 -0.623
H 0.358 -0.758 3.421
H -0.079 -2.319 3.411
O 0.285 -1.570 2.862
```

Output
Orbital gap ... 10.92 eV
HOMO ... -14.8 eV
Energy above the lowest of the compared OMol25 structures with the same formula, charge and spin ... 175.9 kJ/mol
E_LUMO ... -0.1414 Eh
Spin multiplicity ... 1
Net charge ... +1

***

Density functional theory data (ωB97M-V/def2-TZVPD) for B4H16Zn as an isolated structure in a non-equilibrium geometry.

Structure (XYZ):
```
21
B4H16Zn (ωB97M-V/def2-TZVPD)
Zn 0.017 -0.089 0.029
B -0.708 -1.821 1.025
H -0.979 -2.766 1.470
H 0.192 -1.399 1.444
H -0.508 -1.905 -0.032
H -1.526 -1.129 1.149
B 0.159 1.448 1.472
H 0.341 2.103 0.634
H 0.926 0.692 1.541
H 0.206 2.120 2.315
H -0.788 0.942 1.366
B 1.801 -0.480 -1.016
H 2.751 -0.559 -1.519
H 1.697 -1.178 -0.200
H 1.710 0.522 -0.626
H 0.977 -0.666 -1.688
B -1.226 0.822 -1.455
H -1.170 -0.233 -1.672
H -1.738 0.949 -0.513
H -0.303 1.381 -1.485
H -1.832 1.245 -2.242
```

Output
Orbital gap ... 7.67 eV
HOMO ... -1.9 eV
Energy above the lowest of the compared OMol25 structures with the same formula, charge and spin ... 493.5 kJ/mol
E_LUMO ... 0.2118 Eh
Spin multiplicity ... 1
Net charge ... -2